78
Properties=species:S:1:pos:R:3:lowdin_charge:R:1 method="wB97M-V/def2-TZVPD" spin_multiplicity=1 gap_ev=7.777 total_energy_ev=-143251.300 largest_force_ev_per_a=4.7 total_charge=+1
S -2.868 0.696 -2.409 0.44
P 4.209 -1.490 -1.709 0.44
P 3.474 1.377 0.270 0.44
P -1.783 1.684 -1.218 0.18
F 2.636 0.237 6.976 0.13
F 4.442 0.214 -7.099 0.15
F 1.677 1.124 3.688 0.08
F -6.031 1.113 -1.113 0.12
F 0.569 -2.495 -2.496 0.13
F -7.105 1.272 1.451 0.10
F 3.168 -0.756 5.114 0.10
F 4.190 3.398 9.017 0.11
F 4.401 2.275 7.174 0.10
F -7.953 0.156 -0.896 0.15
F 1.996 4.685 8.085 0.12
F 2.925 1.464 -6.100 0.16
F -9.359 -3.978 0.509 0.10
F 2.380 -3.544 -2.289 0.13
F 3.394 1.933 4.747 0.16
F -6.732 -3.324 0.352 0.13
F -6.957 -0.890 1.630 0.11
F 1.749 2.533 8.215 0.14
F -7.488 -4.337 -1.416 0.11
F -9.167 -1.821 0.393 0.10
F 2.519 0.448 -8.010 0.14
O 4.400 0.280 0.938 -0.06
O 5.061 -0.133 -1.838 -0.08
O 4.760 -2.325 -2.769 -0.20
O -1.804 3.267 -1.444 -0.16
O -2.364 1.481 0.298 -0.20
O -6.090 -1.078 -1.063 0.02
O 1.338 2.288 5.529 0.05
O 4.156 2.328 -0.575 -0.19
O 4.501 -2.274 -0.360 -0.08
O 2.908 2.233 1.509 -0.08
N 2.092 0.772 -0.619 0.00
N 2.506 -1.258 -1.901 0.07
N 0.421 -0.074 -1.696 0.19
N 1.014 1.548 -0.471 0.08
C -0.040 1.030 -1.132 -0.27
C -6.903 -2.096 -1.653 -0.03
C 1.868 -3.273 -5.000 0.00
C 2.257 0.055 5.708 -0.29
C -8.985 -2.959 -0.300 -0.31
C -6.463 0.178 0.982 -0.29
C 2.488 -0.964 -4.744 0.04
C 3.128 0.358 -6.812 -0.57
C 2.189 1.384 4.948 -0.51
C -7.528 -3.162 -0.729 -0.44
C 2.439 -2.007 -6.907 0.01
C 2.655 -0.914 -6.107 -0.10
C 2.047 -3.215 -6.362 -0.01
C 3.895 3.407 7.701 -0.31
C 1.700 -0.273 -1.457 -0.26
C 2.089 -2.168 -4.215 -0.13
C -6.663 0.068 -0.533 -0.54
C 2.376 3.508 7.522 -0.44
C 1.831 3.522 6.079 -0.02
C 1.899 -2.362 -2.717 -0.48
H 4.397 4.267 7.247 0.18
H 2.601 -1.967 -7.979 0.14
H -1.717 1.016 0.851 0.08
H -5.400 0.263 1.221 0.17
H 4.596 0.547 -2.356 0.09
H 2.405 1.665 2.129 0.05
H -9.648 -2.956 -1.170 0.17
H 0.945 4.155 6.115 0.15
H 1.583 -4.207 -4.522 0.14
H -6.203 -2.645 -2.284 0.15
H -7.635 -1.674 -2.342 0.15
H 2.511 4.025 5.391 0.15
H 5.329 -2.768 -0.475 0.12
H -1.885 3.683 -0.566 0.10
H 1.284 -0.441 5.706 0.18
H 1.907 -4.075 -7.008 0.12
H 2.679 -0.092 -4.125 0.12
H 0.912 2.421 0.037 0.18
H 3.874 -0.361 1.453 0.11

---

20
Properties=species:S:1:pos:R:3:nbo_charge:R:1 method="wB97M-V/def2-TZVPD" spin_multiplicity=1 gap_ev=9.805 smiles=CCNCCCS total_energy_ev=-17720.979 largest_force_ev_per_a=1.0
S -2.530 1.144 1.279 -0.06
N -0.089 0.164 -0.976 -0.64
C 1.354 -0.083 -0.871 -0.22
C -0.933 -1.139 0.976 -0.43
C 2.117 1.233 -0.751 -0.60
C -0.884 -0.983 -0.549 -0.22
C -1.068 0.158 1.723 -0.51
H -2.174 1.328 0.000 0.13
H 1.910 1.693 0.216 0.21
H -1.795 -1.769 1.153 0.22
H 1.786 1.898 -1.544 0.21
H 1.540 -0.676 0.018 0.19
H -0.308 0.345 -1.946 0.36
H 1.713 -0.635 -1.747 0.17
H -0.062 -1.670 1.338 0.20
H -1.218 -0.044 2.781 0.22
H -0.498 -1.915 -0.994 0.17
H 3.185 1.061 -0.758 0.21
H -0.164 0.758 1.617 0.22
H -1.882 -0.868 -0.967 0.20

---

17
Properties=species:S:1:pos:R:3:nbo_charge:R:1 method="wB97M-V/def2-TZVPD" spin_multiplicity=1 gap_ev=8.888 smiles="N[C@]12C=NN[C@H]1CC2" total_energy_ev=-9796.005 largest_force_ev_per_a=10.5
N 1.826 -0.106 0.545 -0.47
N 1.862 -0.949 -0.539 -0.19
N -1.391 -1.221 0.753 -0.86
C -0.427 -0.472 -0.164 0.06
C 0.221 1.580 -0.153 -0.43
C 0.423 0.377 0.860 -0.10
C 0.578 -1.487 -0.785 0.00
C -0.812 0.703 -1.070 -0.43
H -1.914 0.844 -0.989 0.22
H -0.148 2.436 0.591 0.21
H 2.413 -0.336 1.451 0.39
H -2.026 -0.676 1.487 0.37
H -2.120 -1.729 0.179 0.35
H 0.244 0.294 1.967 0.22
H -0.451 0.691 -2.084 0.23
H 1.291 2.111 -0.483 0.25
H 0.431 -2.059 -1.565 0.18

---

39
Properties=species:S:1:pos:R:3:nbo_charge:R:1 method="wB97M-V/def2-TZVPD" spin_multiplicity=1 gap_ev=7.245 total_energy_ev=-35046.338 largest_force_ev_per_a=1.6
Ir 0.250 -0.190 0.045 1.33
P -1.415 2.448 -0.713 1.96
O -0.478 1.816 0.310 -1.06
O -0.326 -1.252 1.268 -0.71
N 1.655 0.461 -1.444 -0.44
N 2.256 -0.127 -0.344 -0.35
C 1.801 -1.167 -3.382 -0.27
C 2.742 1.058 1.752 -0.27
C 3.005 0.825 0.410 0.21
C -2.941 1.526 -0.923 -1.02
C -0.289 -2.365 -3.686 -0.23
C -0.868 -1.763 -2.563 -0.26
C 4.636 2.540 1.860 -0.23
C 1.150 -0.566 -2.339 0.16
C -1.849 4.096 -0.154 -1.00
C 4.085 1.442 -0.213 -0.25
C -0.130 -0.802 -1.889 -0.24
C 4.893 2.297 0.516 -0.20
C 3.560 1.917 2.472 -0.20
C -0.680 2.622 -2.336 -1.02
C 1.024 -2.091 -4.089 -0.21
H 0.232 3.213 -2.253 0.27
H 5.733 2.776 0.031 0.21
H 5.274 3.207 2.424 0.21
H -0.424 1.635 -2.721 0.28
H -2.515 4.564 -0.879 0.25
H 1.903 0.562 2.225 0.22
H 4.277 1.241 -1.258 0.22
H -1.386 3.114 -3.006 0.24
H 1.436 -2.611 -4.944 0.21
H -1.877 -2.036 -2.274 0.21
H -2.697 0.528 -1.289 0.27
H -0.941 4.689 -0.055 0.26
H -3.454 1.444 0.035 0.26
H -0.873 -3.087 -4.242 0.21
H 3.352 2.098 3.519 0.21
H 2.831 -0.943 -3.623 0.22
H -2.346 4.041 0.814 0.26
H -3.585 2.031 -1.643 0.25

---

90
Properties=species:S:1:pos:R:3:lowdin_charge:R:1 method="wB97M-V/def2-TZVPD" spin_multiplicity=1 gap_ev=5.193 total_energy_ev=-241053.591 largest_force_ev_per_a=0.9
Te 1.225 0.138 2.136 1.49
Pd -1.054 0.044 0.904 0.31
Br -5.118 -0.585 -5.828 0.73
As -2.431 -0.320 3.867 -0.41
S -1.418 -1.681 2.320 0.10
S -1.324 1.359 2.712 0.17
S -1.661 -0.578 5.771 0.02
S -4.450 -0.175 3.485 -0.07
Si 3.623 2.560 2.255 0.42
Si 2.178 -1.973 4.656 0.39
O 1.333 0.804 -0.376 -0.28
N -0.072 4.027 -4.671 0.07
N -1.214 -1.196 -0.789 0.02
N -1.516 -3.200 -1.936 -0.07
N -1.265 1.699 -0.478 -0.02
N -1.135 3.988 -5.325 0.06
C -0.388 2.049 -1.458 -0.12
C -2.070 3.482 -2.425 0.01
C 3.883 -2.158 3.891 -0.19
C -0.780 2.909 -2.511 -0.10
C 2.294 -1.962 6.518 -0.17
C 4.535 1.565 3.549 -0.17
C -2.484 2.205 -0.462 -0.14
C -3.337 3.148 -5.678 -0.03
C 1.767 2.168 2.339 -0.53
C 0.251 -3.024 -0.250 -0.03
C 1.485 2.872 -3.333 -0.03
C -0.900 -2.436 -1.009 -0.41
C -3.866 0.823 -5.630 -0.69
C 0.989 1.566 -1.334 -0.39
C -2.545 0.522 -5.332 -0.13
C 3.770 4.386 2.616 -0.17
C 1.129 -3.406 4.079 -0.19
C 0.167 3.251 -3.516 -0.27
C -3.937 -2.574 -2.163 -0.05
C 1.891 2.039 -2.303 -0.02
C 1.422 -0.302 4.187 -0.57
C -1.627 1.542 -5.160 -0.02
C -4.271 2.134 -5.811 -0.12
C -2.022 2.871 -5.318 -0.29
C -2.916 3.135 -1.414 -0.03
C -2.549 -2.620 -2.792 -0.20
C -2.073 -5.406 -0.885 -0.06
C -1.327 -4.651 -1.980 -0.20
C 4.264 2.154 0.556 -0.17
H -1.833 -6.468 -0.938 0.08
H -1.983 -0.862 -1.358 0.05
H 2.200 3.219 -4.069 0.12
H 0.069 -3.227 4.259 0.00
H 5.342 2.320 0.501 0.04
H 4.424 0.491 3.390 0.00
H 3.401 4.624 3.615 0.04
H -3.901 3.571 -1.325 0.11
H 4.057 1.116 0.285 0.03
H 1.306 -1.806 6.954 0.03
H 3.872 -1.986 2.811 0.02
H -1.678 -4.981 -2.957 0.12
H 4.813 4.703 2.561 0.04
H 1.266 -3.607 3.013 0.02
H -5.294 2.359 -6.078 0.10
H -4.646 -2.132 -2.863 0.06
H 1.308 2.494 3.271 0.01
H -2.224 -1.618 -3.082 0.10
H 0.947 -3.509 -0.933 0.09
H -0.081 -3.755 0.487 0.07
H 3.202 4.977 1.896 0.04
H -4.287 -3.575 -1.915 0.07
H 2.035 0.518 4.574 0.01
H -2.374 4.223 -3.151 0.11
H -3.946 -1.984 -1.245 0.08
H -2.232 -0.510 -5.251 0.09
H 4.244 -3.178 4.049 0.04
H 2.685 -2.912 6.887 0.04
H 2.925 1.735 -2.211 0.10
H 4.613 -1.481 4.336 0.02
H 4.190 1.796 4.559 0.04
H 0.449 -0.226 4.684 -0.11
H 5.603 1.790 3.505 0.04
H -2.569 -3.205 -3.713 0.12
H -1.803 -5.046 0.107 0.07
H -3.134 1.893 0.348 0.09
H 1.270 2.662 1.501 0.02
H 1.425 -4.303 4.627 0.04
H 0.773 -2.222 0.264 0.03
H -3.614 4.179 -5.859 0.12
H -0.262 -4.879 -1.944 0.11
H 3.781 2.781 -0.196 0.03
H 2.952 -1.166 6.874 0.03
H -0.595 1.297 -4.949 0.12
H -3.151 -5.297 -0.994 0.07

---

16
Properties=species:S:1:pos:R:3:nbo_charge:R:1 method="wB97M-V/def2-TZVPD" spin_multiplicity=1 gap_ev=10.300 smiles=C[C@]12C[C@@H]1C2.O total_energy_ev=-7392.584 largest_force_ev_per_a=0.2
O -3.129 0.755 0.877 -0.94
C -0.598 -0.555 -0.688 -0.39
C 0.401 1.223 0.283 -0.39
C -0.188 -0.099 0.682 -0.29
C 2.101 -0.681 -0.642 -0.61
C 0.773 -0.028 -0.439 -0.03
H 1.156 1.641 0.948 0.21
H -2.161 0.754 0.869 0.48
H -0.238 1.969 -0.197 0.20
H -1.325 0.041 -1.244 0.21
H -0.109 -0.641 1.614 0.23
H 2.806 -0.386 0.145 0.21
H -3.347 -0.184 0.870 0.46
H 1.999 -1.773 -0.617 0.21
H 2.537 -0.405 -1.609 0.22
H -0.678 -1.630 -0.850 0.21

---

| no. | LUMO level (eV) |
| --- | --- |
| 1 | -4.79 |
| 2 | 1.00 |
| 3 | 0.83 |
| 4 | -0.18 |
| 5 | -2.09 |
| 6 | 0.95 |